No. 1
A structure of composition C3H7NORb, computed with the ωB97M-V functional and the def2-TZVPD basis.

Computed properties:
**Frontier orbital gap**: 9.4950 eV
**DFT total energy**: -272.42397 a.u.
**Charge**: +1

Last column: natural (NBO) charge in e.
Geometry (Å):
Rb: -9.5603 9.9594 1.0101  1.00
C: -7.5891 13.5869 0.8805  -0.71
C: -6.9615 12.4500 0.1288  0.68
O: -7.6636 11.5840 -0.4125  -0.74
N: -5.6283 12.4044 0.0301  -0.58
C: -4.6488 13.3813 0.4667  -0.42
H: -6.9219 14.0515 1.6000  0.23
H: -8.4825 13.2239 1.3831  0.22
H: -7.9003 14.3522 0.1680  0.26
H: -5.2789 11.6576 -0.5531  0.41
H: -3.6859 12.8876 0.5620  0.23
H: -4.9019 13.7747 1.4489  0.21
H: -4.5604 14.2131 -0.2318  0.21



No. 2
A structure of composition C40H35As2CdF3NO7PSSe2 at a distorted geometry, computed with the ωB97M-V functional and the def2-TZVPD basis.

Computed properties:
**Frontier orbital gap**: 5.9875 eV
**DFT total energy**: -12608.18731 a.u.
**Charge**: -2

Last column: Mulliken charge in e.
Geometry (Å):
Cd: -0.6518 -1.4279 1.0519  2.03
C: -2.9369 1.5214 2.2525  -1.24
As: -1.0695 1.0033 2.0603  0.40
C: -0.1491 2.6150 1.5523  -1.19
C: -0.5083 0.7804 3.8910  0.33
C: -1.4599 0.7760 4.9196  -0.51
C: -1.0901 0.3436 6.1756  -0.52
C: 0.2255 0.0246 6.4751  -0.89
C: 1.1945 0.0687 5.4618  -0.19
C: 0.8142 0.4568 4.1711  -0.43
As: 2.0293 0.4239 2.6027  0.92
C: 2.9706 2.1036 2.9992  -1.37
C: 3.4150 -0.8100 3.2306  -1.34
H: -3.0187 2.4387 2.8654  0.45
H: -3.4701 0.7191 2.7776  0.38
H: -3.4236 1.7711 1.2902  0.27
H: -0.0994 3.2972 2.4264  0.36
H: -0.7834 3.0357 0.8141  0.62
H: 0.8510 2.4594 1.1521  0.16
H: -2.4960 1.1266 4.7354  0.22
H: -1.8857 0.2862 6.9129  0.35
H: 0.5275 -0.2367 7.4997  0.36
H: 2.2183 -0.1656 5.7331  0.31
H: 3.5495 1.9584 3.9156  0.40
H: 2.2737 2.9326 3.0641  0.37
H: 3.6915 2.1830 2.2094  0.46
H: 3.8231 -0.4641 4.1756  0.46
H: 4.1752 -0.8453 2.4587  0.34
H: 2.9537 -1.7710 3.4212  0.30
Se: -1.6839 1.6626 -1.5325  -0.20
P: -2.7094 -0.1184 -1.9949  0.20
Se: -2.0162 -2.0278 -1.1504  -0.56
C: -4.5028 0.0123 -1.6255  0.75
C: -5.2705 1.0687 -2.1507  -0.37
C: -6.6409 1.1071 -2.0022  -0.68
C: -7.2713 0.0925 -1.2606  -0.42
C: -6.5326 -0.9566 -0.7234  -0.66
C: -5.1568 -1.0133 -0.9376  -0.33
C: -2.8447 -0.4884 -3.7963  0.61
C: -2.9874 0.5661 -4.7243  -0.45
C: -3.2534 0.2659 -6.0398  -0.65
C: -3.3596 -1.0465 -6.4438  -0.39
C: -3.1340 -2.0640 -5.5631  -0.57
C: -2.8713 -1.7957 -4.2505  -0.49
H: -4.7843 1.9032 -2.6248  0.34
H: -7.2602 1.9020 -2.3505  0.40
H: -8.3119 0.0876 -1.1579  0.42
H: -7.0112 -1.7324 -0.1761  0.44
H: -4.5662 -1.8054 -0.4285  0.15
H: -2.8926 1.5514 -4.3682  0.45
H: -3.4200 1.0826 -6.7413  0.36
H: -3.6201 -1.2295 -7.4849  0.33
H: -3.1097 -3.1102 -5.8609  0.37
H: -2.6623 -2.6054 -3.5384  0.21
O: -0.5472 -4.1667 6.9721  -0.68
C: -0.5569 -3.5486 5.9119  0.43
C: 0.5853 -3.3692 4.9194  0.29
O: 1.7524 -3.7073 5.1156  -0.77
C: -0.0359 -2.7881 3.7549  0.15
C: -1.3967 -2.4977 3.9702  0.49
O: -2.1002 -1.9843 3.0212  -1.00
C: -1.7790 -2.9344 5.3199  0.09
O: -2.8393 -2.7618 5.9163  -0.74
O: 0.5568 -2.5464 2.5984  -0.32
F: 3.5898 -3.9850 -4.2327  -0.28
C: 3.7759 -4.1657 -2.8973  0.78
F: 3.6203 -5.4787 -2.6794  -0.27
F: 5.0727 -3.8811 -2.6664  -0.25
C: 2.8686 -3.3389 -2.0207  0.63
C: 2.3168 -2.1040 -2.3427  -0.94
C: 1.4781 -1.4878 -1.4403  -0.82
N: 1.2887 -1.9558 -0.2289  0.53
C: 1.9778 -3.0458 0.1904  -0.46
C: 2.7667 -3.7605 -0.7111  -1.12
H: 2.3377 -1.7396 -3.3523  0.47
H: 0.8646 -0.6569 -1.7168  0.61
H: 1.8757 -3.3470 1.2141  0.65
H: 3.2016 -4.7169 -0.3702  0.36
O: 5.8076 6.0689 -4.4081  -0.52
C: 4.7837 5.2235 -4.8115  0.53
O: 4.2616 5.4989 -5.8577  -0.60
C: 4.4624 4.1276 -3.8607  0.51
C: 3.1437 3.6244 -3.7392  -0.72
C: 2.8180 2.7899 -2.7093  -0.37
C: 3.7909 2.2840 -1.8099  0.13
S: 3.3838 1.2531 -0.5175  -0.29
C: 5.1075 2.7649 -2.0099  -0.68
C: 5.4301 3.6683 -2.9864  -0.77
H: 5.9803 5.9348 -3.4526  0.34
H: 2.4203 4.0305 -4.4476  0.40
H: 1.7912 2.4013 -2.5628  0.40
H: 5.8971 2.3348 -1.4119  0.36
H: 6.4507 4.0506 -3.0286  0.36



No. 3
An isolated molecule of C5H5NOS at a distorted geometry, computed with the ωB97M-V functional and the def2-TZVPD basis.

Computed properties:
**Frontier orbital gap**: 8.3626 eV
**DFT total energy**: -721.56457 a.u.
**SMILES**: C[C@H](C=S)C(=O)C#N

Last column: natural (NBO) charge in e.
Geometry (Å):
C: -0.0379 -1.4803 -0.3433  -0.63
C: -0.5650 -0.0532 -0.4048  -0.35
C: 0.3055 1.0344 -1.1494  -0.26
S: 0.4825 2.5566 -0.5589  0.16
C: -0.7464 0.5339 1.1803  0.53
O: -1.7329 0.7009 1.8353  -0.46
C: 0.6733 0.8792 1.6066  0.13
N: 1.8869 0.5443 1.8585  -0.28
H: 0.0295 -2.0214 -1.3152  0.23
H: -0.3052 -2.0956 0.4323  0.24
H: 1.0828 -1.1442 -0.2808  0.22
H: -1.6280 0.0702 -0.7798  0.25
H: 0.5547 0.4753 -2.0808  0.21



No. 4
An isolated molecule of C5H9NO, computed with the ωB97M-V functional and the def2-TZVPD basis.

Computed properties:
**Frontier orbital gap**: 10.8935 eV
**DFT total energy**: -325.90055 a.u.
**SMILES**: [H]/N=C1/CCCCO1

Last column: natural (NBO) charge in e.
Geometry (Å):
H: 2.5960 1.6030 0.6970  0.34
N: 2.4685 0.5897 0.6522  -0.66
C: 1.4028 0.3374 0.0209  0.57
C: 0.8963 -1.0537 -0.2268  -0.49
C: -0.5255 -1.1988 0.3260  -0.39
C: -1.4352 -0.0548 -0.1447  -0.44
C: -0.7514 1.3194 -0.2326  -0.06
O: 0.6398 1.3172 -0.5599  -0.54
H: 0.8899 -1.2074 -1.3137  0.22
H: 1.5854 -1.7713 0.2255  0.24
H: -0.4778 -1.2186 1.4209  0.21
H: -0.9569 -2.1550 0.0066  0.21
H: -1.8852 -0.3126 -1.1079  0.20
H: -2.2617 0.0539 0.5645  0.22
H: -0.8638 1.8571 0.7168  0.17
H: -1.2248 1.9175 -1.0149  0.20



No. 5
A cluster of 8 separate species, C32H66O18PS8 in total at a distorted geometry, computed with the ωB97M-V functional and the def2-TZVPD basis.

Computed properties:
**Frontier orbital gap**: 3.7982 eV
**DFT total energy**: -6139.84244 a.u.
**Charge**: -1

Last column: Mulliken charge in e.
Geometry (Å):
O: -0.6790 -0.6039 -0.7044  -0.71
P: -1.8779 -1.1944 -1.5451  0.73
C: -1.7424 -3.1137 -1.8403  -0.47
C: -2.7538 -3.7697 -0.7438  -0.56
C: -4.3238 -3.8485 -1.1159  -0.35
C: -4.8914 -2.9689 -2.3422  -0.57
S: -6.3340 -1.8023 -1.8843  1.17
O: -7.1700 -2.3058 -0.6852  -0.66
O: -7.2811 -1.6260 -3.1186  -0.67
O: -5.6624 -0.2575 -1.4566  -0.41
H: -3.1021 -1.0085 -0.7548  -0.06
H: -2.1241 -0.5275 -2.8049  -0.15
H: -2.0758 -3.3097 -2.9502  0.11
H: -2.3729 -4.8881 -0.5674  0.28
H: -2.5864 -3.2393 0.3121  0.14
H: -4.6310 -4.9851 -1.3136  0.29
H: -4.9392 -3.5450 -0.1387  0.21
H: -4.1451 -2.3047 -2.9383  0.20
H: -5.3718 -3.7207 -3.1356  0.42
H: -5.9599 -0.0025 -0.5337  0.32
C: -2.7932 3.6925 2.0162  -0.61
C: -1.5252 3.0397 1.4680  -0.44
C: -1.6901 1.5274 1.6090  0.03
S: -3.4463 1.2076 1.5389  0.98
O: -3.8728 0.6953 2.8241  -0.66
O: -3.7594 0.5358 0.2935  -0.60
C: -3.9522 2.9118 1.4145  -0.68
H: -2.8472 4.7543 1.7589  0.39
H: -2.8101 3.6071 3.1093  0.21
H: -1.4090 3.3010 0.4092  0.13
H: -0.6306 3.3899 1.9924  0.37
H: -1.1906 0.9910 0.7982  -0.17
H: -1.3192 1.1727 2.5745  0.34
H: -4.8934 3.0621 1.9461  0.33
H: -4.0768 3.1473 0.3533  0.33
C: -6.7051 2.3546 7.4937  -0.60
C: -5.3220 1.8574 7.0758  -0.75
C: -5.4306 1.3552 5.6370  -0.24
S: -6.7560 2.2852 4.8819  1.14
O: -7.8369 1.3746 4.5679  -0.68
O: -6.2006 3.1970 3.9018  -0.65
C: -7.2022 3.2103 6.3381  -0.70
H: -6.6673 2.9230 8.4275  0.35
H: -7.3755 1.4999 7.6437  0.29
H: -4.6063 2.6870 7.1240  0.30
H: -4.9567 1.0698 7.7423  0.35
H: -4.5051 1.5248 5.0809  0.07
H: -5.6974 0.2954 5.6020  0.38
H: -8.2806 3.3765 6.3595  0.37
H: -6.6738 4.1677 6.3013  0.33
C: 2.1858 2.4580 -3.4925  0.32
C: 2.2398 1.9633 -4.9372  -0.91
C: 2.0738 0.4448 -4.9084  -0.74
S: 1.1154 0.0745 -3.4469  1.16
O: 1.9468 -0.6749 -2.5286  -0.40
O: -0.2037 -0.3763 -3.8432  -0.79
C: 0.9958 1.7526 -2.8592  -0.77
H: 2.0831 3.5458 -3.4394  0.04
H: 3.1092 2.1786 -2.9713  0.03
H: 1.4184 2.4134 -5.5078  0.29
H: 3.1754 2.2490 -5.4280  0.40
H: 1.5435 0.0813 -5.7923  0.45
H: 3.0387 -0.0616 -4.8183  0.25
H: 1.0174 1.7689 -1.7682  0.38
H: 0.0518 2.1683 -3.2239  0.29
C: 3.2240 -5.5114 -4.8580  -0.62
C: 3.3642 -4.4217 -3.7962  -0.80
C: 2.3229 -3.3465 -4.1022  0.16
S: 0.9795 -4.1757 -4.9386  1.00
O: 0.9058 -3.6790 -6.2966  -0.71
O: -0.1751 -4.2152 -4.0636  -0.50
C: 1.7325 -5.7905 -4.9682  -0.73
H: 3.7829 -6.4131 -4.5909  0.37
H: 3.6095 -5.1450 -5.8170  0.28
H: 3.1711 -4.8509 -2.8055  0.31
H: 4.3740 -4.0000 -3.7799  0.33
H: 1.9480 -2.8780 -3.1887  0.05
H: 2.7218 -2.5832 -4.7759  0.04
H: 1.4599 -6.3132 -5.8867  0.39
H: 1.3701 -6.3447 -4.0973  0.32
C: 2.0159 8.0114 -2.3829  -0.55
C: 0.5665 8.3553 -2.0429  -0.58
C: -0.2343 7.0548 -2.0802  -0.69
S: 0.9158 5.7480 -1.6787  1.20
O: 1.0701 4.8972 -2.8399  -0.73
O: 0.5985 5.2199 -0.3669  -0.70
C: 2.3568 6.7879 -1.5453  -0.76
H: 2.6917 8.8449 -2.1703  0.36
H: 2.0985 7.7712 -3.4496  0.29
H: 0.5209 8.7878 -1.0361  0.29
H: 0.1525 9.0939 -2.7364  0.31
H: -1.0465 7.0613 -1.3489  0.32
H: -0.6340 6.8594 -3.0791  0.38
H: 3.2380 6.2534 -1.9043  0.39
H: 2.4809 7.0542 -0.4914  0.35
C: 5.4995 -0.0275 2.1421  -0.74
C: 4.4919 -0.9625 1.4749  -0.31
C: 3.8274 -0.1858 0.3395  -0.12
S: 5.0201 1.0306 -0.1987  1.22
O: 4.5019 2.3485 0.1023  -0.65
O: 5.5071 0.6708 -1.5155  -0.70
C: 6.2703 0.6270 1.0054  -0.81
H: 6.1660 -0.5669 2.8214  0.31
H: 4.9675 0.7351 2.7233  0.33
H: 5.0179 -1.8343 1.0670  0.11
H: 3.7487 -1.3320 2.1883  0.24
H: 3.5712 -0.8388 -0.4986  -0.03
H: 2.9356 0.3440 0.6853  0.40
H: 6.8009 1.5305 1.3104  0.44
H: 6.9650 -0.0801 0.5423  0.31
C: 3.2664 -6.3105 3.8946  -0.57
C: 4.7570 -6.5130 3.6270  -0.62
C: 5.2455 -5.3113 2.8199  -0.72
S: 4.1826 -3.9458 3.2639  1.27
O: 3.4143 -3.5623 2.0982  -0.61
O: 4.9388 -2.9868 4.0442  -0.73
C: 3.1230 -4.8690 4.3597  -0.77
H: 2.8889 -7.0135 4.6428  0.35
H: 2.7002 -6.4644 2.9683  0.30
H: 5.2958 -6.5601 4.5812  0.28
H: 4.9490 -7.4502 3.0952  0.31
H: 6.2812 -5.0588 3.0613  0.37
H: 5.1448 -5.4836 1.7448  0.40
H: 2.0997 -4.4956 4.2925  0.39
H: 3.5040 -4.7438 5.3776  0.35



No. 6
A structure of composition C27H37O3S4W at a distorted geometry, computed with the ωB97M-V functional and the def2-TZVPD basis.

Computed properties:
**Frontier orbital gap (alpha / beta)**: 6.7609 / 6.7566 eV
**DFT total energy**: -2936.34680 a.u.
**Charge**: +1

Last column: Mulliken charge in e.
Geometry (Å):
W: -1.0853 0.4258 -0.1889  -0.91
C: -1.1386 1.5915 -3.5381  -1.21
C: -2.5742 1.3699 -3.1173  -0.60
S: -2.7332 -0.0196 -1.9204  0.11
C: -4.3556 0.4403 -1.2375  -0.77
C: -4.3554 1.7162 -0.4146  -1.02
S: -2.9250 1.8058 0.7258  0.13
C: -2.5570 3.5713 0.5999  -0.59
C: -1.2715 3.7953 1.3726  -1.03
S: 0.1018 2.6540 0.9928  0.17
C: 0.8744 3.5314 -0.4074  -0.57
C: 0.0643 3.5352 -1.7012  -0.73
S: -0.0197 1.7917 -2.1308  0.29
H: -1.0555 2.4553 -4.1977  0.52
H: -0.7352 0.7231 -4.0597  0.42
H: -3.1947 1.1088 -3.9764  0.52
H: -2.9812 2.2611 -2.6423  0.26
H: -4.6636 -0.4174 -0.6423  0.29
H: -5.0409 0.5332 -2.0809  0.63
H: -5.2479 1.7481 0.2070  0.61
H: -4.3450 2.6070 -1.0391  0.52
H: -3.3739 4.1215 1.0689  0.56
H: -2.4905 3.8667 -0.4442  0.20
H: -1.4509 3.6628 2.4400  0.48
H: -0.8909 4.8059 1.2228  0.48
H: 1.8236 3.0088 -0.5550  0.08
H: 1.0948 4.5435 -0.0701  0.63
H: 0.6047 4.0692 -2.4824  0.58
H: -0.9133 3.9896 -1.5782  0.28
O: 1.2043 -0.6852 1.0135  -0.48
C: 2.1850 -0.9144 -0.0116  3.95
C: 1.4638 -0.7743 -1.3860  -0.44
O: 2.0648 -0.6131 -2.4179  -0.71
O: 0.1445 -0.8914 -1.3153  -0.34
C: 2.6406 -2.3782 0.0197  -0.35
C: 1.6988 -3.3964 0.1593  0.11
C: 2.0788 -4.7288 0.0950  -1.17
C: 3.4086 -5.0604 -0.1259  -0.51
C: 4.3499 -4.0511 -0.2772  -0.91
C: 3.9681 -2.7178 -0.2093  -0.35
C: 3.3145 0.0757 0.2378  -1.05
C: 3.8382 0.9320 -0.7257  -0.37
C: 4.8766 1.8027 -0.3995  -0.81
C: 5.4015 1.8246 0.8816  -0.49
C: 4.8757 0.9768 1.8503  -0.87
C: 3.8416 0.1131 1.5293  -0.35
H: 0.8186 -1.5370 1.2461  0.32
H: 0.6452 -3.1618 0.2877  0.03
H: 1.3337 -5.5087 0.1984  0.43
H: 3.7075 -6.0996 -0.1906  0.40
H: 5.3889 -4.3011 -0.4517  0.42
H: 4.7117 -1.9396 -0.3305  0.44
H: 3.4614 0.8956 -1.7370  0.67
H: 5.2812 2.4569 -1.1618  0.46
H: 6.2244 2.4857 1.1231  0.43
H: 5.2749 0.9875 2.8565  0.42
H: 3.4374 -0.5457 2.2884  0.47
C: -3.6300 -1.6412 2.4127  -1.82
C: -2.3295 -1.9493 1.6435  3.09
C: -2.6619 -2.6777 0.3356  -1.64
C: -1.4475 -2.8532 2.5177  -1.86
C: -1.6130 -0.6339 1.4157  -0.47
H: -4.2558 -2.5364 2.4652  0.45
H: -4.2056 -0.8520 1.9183  0.28
H: -3.4128 -1.3144 3.4321  0.42
H: -2.8721 -3.7339 0.5199  0.50
H: -1.8302 -2.6166 -0.3734  0.25
H: -3.5482 -2.2498 -0.1436  0.22
H: -2.0319 -3.7020 2.8818  0.55
H: -1.0564 -2.3114 3.3821  0.40
H: -0.6013 -3.2605 1.9549  0.33
H: -1.3085 -0.2096 2.3854  0.58



No. 7
A cluster of 2 separate species, C5H13NO in total at a distorted geometry, computed with the ωB97M-V functional and the def2-TZVPD basis.

Computed properties:
**Frontier orbital gap**: 8.6054 eV
**DFT total energy**: -328.25049 a.u.
**SMILES**: C/C=C(\C)NC.O

Last column: natural (NBO) charge in e.
Geometry (Å):
C: -1.9233 2.0951 1.9286  -0.65
C: -1.4609 0.6737 2.1008  -0.21
C: -0.5414 0.1274 1.3114  0.15
C: 0.1872 0.9817 0.3232  -0.68
N: -0.0803 -1.1731 1.6451  -0.64
C: 0.4502 -2.0215 0.5930  -0.41
H: -1.1579 2.7448 2.3701  0.21
H: -2.0899 2.4046 0.9050  0.21
H: -2.7958 2.2610 2.5437  0.22
H: -1.7219 0.1827 3.0289  0.20
H: -0.4814 1.3848 -0.4470  0.22
H: 1.0624 0.5809 -0.1753  0.22
H: 0.5958 1.8966 0.7855  0.22
H: 0.4473 -1.2496 2.4963  0.38
H: 1.2798 -2.6134 0.9820  0.20
H: -0.2633 -2.6926 0.1063  0.19
H: 0.9499 -1.4395 -0.1997  0.17
O: 2.5276 -0.6352 -6.2576  -0.94
H: 1.9027 -0.2104 -5.6496  0.47
H: 3.0977 -1.1708 -5.6901  0.47



No. 8
An isolated molecule of C5H7NO, computed with the ωB97M-V functional and the def2-TZVPD basis.

Computed properties:
**Frontier orbital gap**: 9.1501 eV
**DFT total energy**: -324.64773 a.u.
**SMILES**: [H]/N=C/C(C)=C\C=O

Last column: natural (NBO) charge in e.
Geometry (Å):
H: -1.9566 -2.0688 0.0271  0.38
N: -1.2919 -1.3306 0.2130  -0.58
C: -0.3573 -1.0595 -0.6034  0.13
C: 0.4874 0.0953 -0.2249  -0.09
C: 1.6157 0.5669 -1.1052  -0.64
C: 0.0620 0.6779 0.9066  -0.19
C: -1.2768 0.3119 1.4997  0.40
O: -1.5444 -0.0131 2.6366  -0.60
H: -0.1766 -1.6137 -1.5290  0.18
H: 1.2399 1.2248 -1.9001  0.22
H: 2.1353 -0.2647 -1.5946  0.22
H: 2.3517 1.1394 -0.5332  0.23
H: 0.5286 1.5532 1.3500  0.22
H: -2.0304 0.7367 0.7933  0.11